#i
Computed, not measured: a single C5H12N2 molecule, with ωB97M-V with the def2-TZVPD basis set.

Each line ends with the natural charge from an NBO analysis.
CARTESIAN COORDINATES (ANGSTROEM)
1 H 0.1841 -2.5179 -3.6051  0.355
2 N 0.6754 -2.2228 -2.7381  -0.803
3 C 0.3625 -1.0178 -2.5007  0.317
4 N -0.1893 -0.7336 -1.3242  -0.592
5 C -0.3827 0.6292 -0.7857  -0.227
6 C 0.5454 1.1240 0.3520  -0.436
7 C 0.3083 0.1236 1.5428  -0.397
8 C -0.5819 0.5992 2.5777  -0.605
9 H 0.3687 -0.3103 -3.3720  0.148
10 H 0.1093 -1.2740 -0.5114  0.395
11 H -0.4810 1.3530 -1.6215  0.204
12 H -1.3530 0.5906 -0.3612  0.182
13 H 0.4929 2.1924 0.4220  0.225
14 H 1.5946 0.6887 0.1311  0.213
15 H 1.2640 -0.3397 2.0702  0.214
16 H -0.3531 -0.5886 1.0012  0.192
17 H -1.5789 0.4943 2.2756  0.203
18 H -0.4255 1.5643 3.1093  0.214
19 H -0.5597 -0.3546 3.3381  0.198

Results
SMILES ... [H]/N=C/NCCCC
Frontier orbital gap ... 9.247 eV
HOMO ... -8.3 eV
2S+1 ... 1

#ii
Computed, not measured: a single C5H12N2 molecule, with ωB97M-V with the def2-TZVPD basis set.

Each line ends with the natural charge from an NBO analysis.
CARTESIAN COORDINATES (ANGSTROEM)
1 C 1.9496 -1.8269 -1.5542  -0.609
2 C 1.0739 -0.5136 -1.4277  -0.399
3 C 1.0314 -0.0934 0.0432  -0.447
4 C -0.2876 0.2661 0.4645  0.064
5 N -1.3440 -0.6026 0.1764  -0.881
6 C -0.6113 1.2480 1.3244  -0.022
7 N -1.9592 1.9197 1.2174  -0.825
8 H 2.0543 -2.1184 -2.6510  0.204
9 H 2.9861 -1.8035 -1.1062  0.211
10 H 1.4524 -2.6744 -1.1203  0.195
11 H 1.6658 0.1682 -2.1388  0.204
12 H 0.0838 -0.5440 -1.7984  0.211
13 H 1.8386 0.6307 0.2488  0.232
14 H 1.5109 -0.9659 0.6797  0.189
15 H -1.9468 -0.2539 -0.5508  0.385
16 H -0.9237 -1.5784 0.1928  0.383
17 H 0.1968 1.6214 2.0512  0.189
18 H -2.0569 2.5665 1.9227  0.354
19 H -2.6745 1.2511 1.4126  0.362

Results
SMILES ... CCC/C(N)=C/N
Frontier orbital gap ... 8.517 eV
HOMO ... -7.5 eV
2S+1 ... 1

#iii
Computed, not measured: a single C5H12N2 molecule, with ωB97M-V with the def2-TZVPD basis set.

Each line ends with the natural charge from an NBO analysis.
CARTESIAN COORDINATES (ANGSTROEM)
1 C 1.2556 1.2290 -1.1604  -0.634
2 C 0.2483 0.0624 -1.2723  -0.023
3 N -0.5091 0.1917 -2.5157  -0.850
4 C -0.7495 0.3505 -0.0415  -0.438
5 C -0.1034 -0.1718 1.2013  -0.234
6 C -0.5880 -1.2764 1.7755  -0.012
7 N -0.4442 -1.6283 3.1365  -0.868
8 H 0.9421 2.1710 -1.6179  0.207
9 H 2.1203 0.8549 -1.7289  0.201
10 H 1.5720 1.3527 -0.1348  0.202
11 H 0.7530 -0.9089 -1.2498  0.198
12 H 0.0998 0.0933 -3.3280  0.350
13 H -0.9187 1.0902 -2.7548  0.354
14 H -0.9657 1.4116 -0.1811  0.211
15 H -1.6547 -0.2220 -0.2612  0.217
16 H 0.7101 0.3487 1.7027  0.197
17 H -1.4515 -1.7317 1.3043  0.167
18 H 0.1302 -2.4071 3.4087  0.380
19 H -0.4467 -0.8097 3.7172  0.377

Results
SMILES ... C[C@H](N)C/C=C/N
Frontier orbital gap ... 9.713 eV
HOMO ... -8.5 eV
2S+1 ... 1

Stability ranking, top entry: #iii; the second entry is 94.7 kJ/mol less favorable.

#i
Computed, not measured: a single C5H12N2 molecule, with ωB97M-V with the def2-TZVPD basis set.

Each line ends with the natural charge from an NBO analysis.
CARTESIAN COORDINATES (ANGSTROEM)
1 C -1.8518 1.2561 -0.4598  -0.468
2 C -0.7138 0.6066 -0.2065  0.210
3 C 0.5736 1.0327 0.4747  -0.458
4 C 0.9675 0.1696 1.7275  -0.225
5 N 1.5082 -1.1746 1.3434  -0.845
6 N -0.5667 -0.7110 -0.7292  -0.699
7 C -0.3402 -0.8415 -2.1719  -0.404
8 H -2.3172 1.9264 0.2381  0.209
9 H -2.4649 0.7912 -1.2140  0.199
10 H 1.3047 0.7863 -0.2931  0.213
11 H 0.6589 2.1296 0.6173  0.218
12 H 0.0312 0.0063 2.2403  0.199
13 H 1.7445 0.7690 2.1906  0.183
14 H 2.5142 -1.1238 1.1928  0.356
15 H 1.4020 -1.6837 2.2179  0.357
16 H -0.0423 -1.4148 -0.2409  0.410
17 H -0.1819 -1.9104 -2.3407  0.199
18 H -1.2124 -0.5752 -2.7938  0.182
19 H 0.4759 -0.2245 -2.5585  0.164

Results
SMILES ... C=C(CCN)NC
Frontier orbital gap ... 8.698 eV
HOMO ... -7.7 eV
2S+1 ... 1

#ii
Computed, not measured: a single C5H12N2 molecule, with ωB97M-V with the def2-TZVPD basis set.

Each line ends with the natural charge from an NBO analysis.
CARTESIAN COORDINATES (ANGSTROEM)
1 C 2.8790 1.2870 -0.1160  -0.410
2 C 2.1697 0.1894 -0.3355  -0.167
3 C 1.4398 -0.6201 0.7021  -0.446
4 C -0.0574 -0.2785 0.7070  -0.208
5 N -0.6779 -0.5742 -0.5832  -0.632
6 C -2.1201 -0.7476 -0.4957  -0.040
7 N -2.8167 0.4322 -0.0040  -0.864
8 H 3.2116 1.9282 -0.9223  0.198
9 H 3.0969 1.5985 0.8991  0.188
10 H 1.8614 -0.0824 -1.3391  0.191
11 H 1.8377 -0.5137 1.7060  0.207
12 H 1.5234 -1.6445 0.3398  0.211
13 H -0.1429 0.7830 0.9591  0.177
14 H -0.4895 -0.8712 1.5061  0.196
15 H -0.4897 0.1949 -1.2155  0.349
16 H -2.3140 -1.5728 0.1936  0.176
17 H -2.4449 -1.0484 -1.5002  0.157
18 H -2.6512 1.2701 -0.5460  0.354
19 H -3.8151 0.2702 0.0449  0.360

Results
SMILES ... C=CCCNCN
Frontier orbital gap ... 10.170 eV
HOMO ... -9.1 eV
2S+1 ... 1

#iii
Computed, not measured: a single C5H12N2 molecule, with ωB97M-V with the def2-TZVPD basis set.

Each line ends with the natural charge from an NBO analysis.
CARTESIAN COORDINATES (ANGSTROEM)
1 C 2.4452 2.6224 0.5101  -0.080
2 N 2.0187 1.6016 -0.0991  -0.424
3 C 0.6334 1.1219 -0.6734  -0.244
4 C 0.3978 -0.3734 -0.2082  -0.417
5 C -1.1484 -0.7051 -0.1457  -0.050
6 C -1.5322 -2.0579 -0.6958  -0.623
7 N -1.5510 -0.5191 1.3269  -0.831
8 H 1.9303 3.4423 0.7981  0.151
9 H 3.5981 2.3761 0.6701  0.183
10 H 0.8850 1.3484 -1.6762  0.223
11 H -0.1864 1.6949 -0.1929  0.180
12 H 0.7501 -0.6320 0.8174  0.205
13 H 0.9457 -1.0406 -0.7670  0.212
14 H -1.7604 -0.0110 -0.7433  0.183
15 H -2.5242 -2.2711 -0.3670  0.213
16 H -0.9924 -2.8659 -0.1842  0.199
17 H -1.5137 -2.1776 -1.8331  0.221
18 H -0.7220 -0.1154 1.6999  0.347
19 H -1.6736 -1.4385 1.7637  0.351

Results
SMILES ... C=NCC[C@@H](C)N
Frontier orbital gap ... 9.867 eV
HOMO ... -8.8 eV
2S+1 ... 1

#iv
Computed, not measured: a single C5H12N2 molecule, with ωB97M-V with the def2-TZVPD basis set.

Each line ends with the natural charge from an NBO analysis.
CARTESIAN COORDINATES (ANGSTROEM)
1 C 2.6030 -1.3920 -0.7505  -0.408
2 C 1.8296 -0.3091 -0.9719  -0.176
3 C 1.5971 0.6880 0.1704  -0.446
4 C 0.0865 0.7621 0.5763  -0.222
5 N -0.7860 0.1513 -0.4587  -0.636
6 C -2.1900 0.3014 -0.0944  -0.076
7 N -2.5045 -0.2608 1.2472  -0.848
8 H 3.2589 -1.8447 -1.4845  0.201
9 H 2.4616 -1.8326 0.2322  0.186
10 H 1.6707 0.0060 -1.9997  0.203
11 H 2.0946 0.5207 1.1204  0.213
12 H 1.9316 1.6332 -0.2688  0.218
13 H -0.0213 0.1739 1.4962  0.182
14 H -0.2877 1.7745 0.6820  0.185
15 H -0.4594 -0.8105 -0.4799  0.355
16 H -2.3792 1.3804 -0.2994  0.178
17 H -2.8466 -0.0996 -0.8784  0.179
18 H -3.2149 -0.9793 1.1482  0.357
19 H -3.0308 0.5273 1.6317  0.355

Results
SMILES ... C=CCCNCN
Frontier orbital gap ... 9.849 eV
HOMO ... -8.8 eV
2S+1 ... 1

Stability ranking, top entry: #ii; the second entry is 85.3 kJ/mol less favorable.

#i
Computed, not measured: a single C5H12N2 molecule, with ωB97M-V with the def2-TZVPD basis set.

Each line ends with the natural charge from an NBO analysis.
CARTESIAN COORDINATES (ANGSTROEM)
1 C -0.9017 1.1554 2.0540  -0.614
2 C -1.5658 1.7360 0.7729  -0.401
3 C -0.7928 1.3030 -0.5051  -0.416
4 C -0.6058 -0.3034 -0.6947  -0.246
5 N 0.4516 -0.8607 0.2376  -0.530
6 C 1.4533 -1.5794 -0.3013  0.296
7 N 2.0906 -1.5166 -1.5314  -0.813
8 H 0.1403 1.1955 1.9473  0.208
9 H -1.2214 1.4884 3.1027  0.211
10 H -1.1735 0.0259 2.1117  0.212
11 H -2.5862 1.3128 0.7059  0.195
12 H -1.5744 2.8625 0.9162  0.206
13 H 0.2116 1.5764 -0.2657  0.201
14 H -0.9391 1.7704 -1.4776  0.213
15 H -0.4865 -0.5261 -1.8131  0.159
16 H -1.5692 -0.8806 -0.3958  0.200
17 H 1.9801 -2.4437 0.2621  0.156
18 H 1.3604 -1.2097 -2.2608  0.380
19 H 2.5392 -2.4006 -1.7314  0.382

Results
SMILES ... CCCC/N=C\N
Frontier orbital gap ... 9.678 eV
HOMO ... -8.8 eV
2S+1 ... 1

#ii
Computed, not measured: 2 unconnected molecules or ions with the total composition C5H12N2, with ωB97M-V with the def2-TZVPD basis set.

Each line ends with the natural charge from an NBO analysis.
CARTESIAN COORDINATES (ANGSTROEM)
1 C -0.5226 -1.5443 -0.1710  -0.157
2 C 1.9874 -0.0119 0.2079  -0.655
3 C -1.8626 0.3280 0.8541  -0.633
4 C 0.5985 0.5126 0.4029  0.334
5 C -0.5356 -0.2921 0.4822  -0.238
6 N 0.5372 1.8298 0.7722  -0.798
7 N 0.0731 -0.7964 -1.9272  -0.990
8 H -0.3599 2.2916 0.7629  0.389
9 H 1.3148 2.4166 0.5199  0.386
10 H 0.2374 -1.2700 -2.8229  0.332
11 H -0.7902 -0.2743 -2.0891  0.324
12 H 0.3586 -2.1635 -0.0773  0.201
13 H -1.4681 -2.0826 -0.2158  0.202
14 H 2.0209 -1.0186 -0.1928  0.239
15 H 2.5267 0.0068 1.1615  0.219
16 H 2.5273 0.5999 -0.5150  0.220
17 H -1.8251 0.7830 1.8456  0.212
18 H -2.6501 -0.4212 0.8568  0.218
19 H -2.1677 1.1069 0.1449  0.194

Results
Frontier orbital gap ... 8.354 eV
HOMO ... -7.3 eV
2S+1 ... 1

Stability ranking, top entry: #i; the second entry is 44.3 kJ/mol less favorable.

#i
Computed, not measured: a single C5H12N2 molecule, with ωB97M-V with the def2-TZVPD basis set.

Each line ends with the natural charge from an NBO analysis.
CARTESIAN COORDINATES (ANGSTROEM)
1 C 1.1456 -0.3285 -0.2460  0.017
2 C 0.5257 -0.7264 0.9861  -0.687
3 C 2.3746 0.5478 -0.2594  -0.642
4 C -1.9624 -0.9045 -0.2313  -0.680
5 C -1.1407 0.2700 0.2613  0.447
6 N -0.1697 0.7505 -0.7968  -0.692
7 N -1.6189 1.2745 0.9340  -0.820
8 H 1.1432 -1.0692 -1.0429  0.197
9 H 0.0410 1.7180 -0.5515  0.414
10 H -0.5679 0.7487 -1.7409  0.389
11 H -2.4391 0.9983 1.4706  0.336
12 H 0.2887 -1.7738 1.1248  0.210
13 H 0.8350 -0.2060 1.8857  0.207
14 H 3.2430 -0.0562 0.0137  0.232
15 H 2.5644 0.9939 -1.2392  0.205
16 H 2.2855 1.3451 0.4821  0.217
17 H -2.7350 -0.5412 -0.9209  0.210
18 H -2.4533 -1.3849 0.6141  0.232
19 H -1.3597 -1.6560 -0.7434  0.209

Results
Frontier orbital gap ... 7.643 eV
HOMO ... -6.8 eV
2S+1 ... 1

#ii
Computed, not measured: a single C5H12N2 molecule, with ωB97M-V with the def2-TZVPD basis set.

Each line ends with the natural charge from an NBO analysis.
CARTESIAN COORDINATES (ANGSTROEM)
1 C 2.9023 -0.1868 -0.9381  -0.064
2 N 2.1524 -0.5400 0.0079  -0.388
3 C 1.3931 0.4871 0.7013  -0.246
4 C 0.0419 0.7314 0.0230  -0.411
5 C -1.0110 -0.3251 0.3645  -0.052
6 C -1.8463 -0.7038 -0.8685  -0.616
7 N -1.8474 0.1326 1.4825  -0.828
8 H 3.0810 0.8777 -1.1538  0.133
9 H 3.4965 -0.9140 -1.4841  0.174
10 H 1.3225 0.1589 1.7415  0.206
11 H 1.9629 1.4138 0.7564  0.172
12 H -0.3336 1.7070 0.3122  0.218
13 H 0.2817 0.6272 -1.0275  0.204
14 H -0.5313 -1.2589 0.6705  0.193
15 H -1.2012 -0.9512 -1.7136  0.208
16 H -2.4951 -1.5482 -0.6433  0.206
17 H -2.4234 0.1705 -1.1845  0.194
18 H -2.3928 -0.6572 1.8204  0.353
19 H -2.5520 0.7791 1.1332  0.344

Results
SMILES ... C=NCC[C@H](C)N
Frontier orbital gap ... 10.541 eV
HOMO ... -9.4 eV
2S+1 ... 1

#iii
Computed, not measured: a single C5H12N2 molecule, with ωB97M-V with the def2-TZVPD basis set.

Each line ends with the natural charge from an NBO analysis.
CARTESIAN COORDINATES (ANGSTROEM)
1 C 1.9930 1.1667 0.5875  -0.642
2 C 1.4572 -0.0642 -0.0655  -0.106
3 C 0.2295 -0.2462 -0.5971  -0.073
4 C -0.0916 -1.4846 -1.3915  -0.637
5 C -0.8991 0.5151 -0.0477  0.118
6 N -0.6136 0.2000 1.6862  -0.930
7 N -2.1590 0.2473 -0.6174  -0.824
8 H 2.4813 0.9090 1.5264  0.222
9 H 1.2186 1.8914 0.8088  0.216
10 H 2.7375 1.6319 -0.0646  0.212
11 H 2.2084 -0.8168 -0.2827  0.185
12 H -0.6822 -2.2029 -0.8146  0.197
13 H -0.6758 -1.2223 -2.2748  0.222
14 H 0.8224 -1.9956 -1.6845  0.221
15 H -0.7245 1.5905 -0.0267  0.198
16 H -0.7016 -0.8132 1.7446  0.335
17 H -1.2650 0.5722 2.3812  0.343
18 H -2.4383 -0.7245 -0.5920  0.368
19 H -2.8971 0.8461 -0.2754  0.376

Results
SMILES ... C/C=C(/C)C(N)N
Frontier orbital gap ... 9.535 eV
HOMO ... -8.5 eV
2S+1 ... 1

Stability ranking, top entry: #ii; the second entry is 63.5 kJ/mol less favorable.